16
Properties=species:S:1:pos:R:3:forces:R:3 method="wB97M-V/def2-TZVPD" total_charge=+1 gap_ev="11.7 / 6.5" s2=0.76 e_homo_ev="-15.48 / -15.37" multiplicity=2 de_lowest_kcal_mol=0.5
C -0.9013 0.0627 1.6792 -0.384 0.083 -0.349
N -1.4221 -0.0447 0.3971 -0.089 -0.087 0.357
C -0.0314 -1.8222 -0.6289 0.678 0.037 0.323
C -0.6445 -0.4054 -0.7214 0.452 -0.573 0.697
C 0.5419 0.6608 -0.8504 1.018 0.766 -0.260
N 1.7958 0.4053 -0.4400 -1.221 0.051 0.577
O 0.2030 1.6861 -1.4024 -0.233 -0.346 -0.074
O 0.2695 -0.0782 1.9121 0.138 -0.029 0.099
H -1.6832 0.3334 2.4027 0.228 -0.121 0.174
H -2.4238 0.0620 0.3363 -0.034 0.211 -0.432
H 0.9446 -1.9354 -1.0952 -0.251 0.141 -0.699
H -0.7548 -2.5102 -1.0574 0.069 -0.101 0.044
H 0.2101 -2.0670 0.4007 -0.508 -0.044 0.242
H -1.1886 -0.2954 -1.6362 -0.535 0.103 -0.381
H 1.8197 -0.2212 0.3652 0.243 -0.014 -0.209
H 2.3256 1.2602 -0.3226 0.428 -0.076 -0.107